A cluster of 2 separate species, C3H10N2O in total, computed with ωB97M-V/def2-TZVPD.

Properties
charge = 0
HOMO energy = -7.8 eV
gap between HOMO and LUMO = 0.3126 Ha
SMILES = C=CN.NCO
2S+1 = 1
LUMO = 0.74 eV
maximum force = 2.0 eV/Å
energy relative to the best compared isomer or geometry (same formula, charge and spin) = 2.4766 eV

Atoms and positions in Å:
C 2.8117 2.0725 0.0510
C 1.8161 1.1763 0.0267
N 1.2778 0.4629 1.0932
H 3.7138 2.0122 0.6411
H 2.9596 2.4980 -0.9362
H 1.4960 0.6394 -0.8656
H 1.7213 0.7046 1.9667
H 0.2750 0.3410 0.9987
N -2.6233 -1.3092 -1.1233
C -1.5142 -1.3591 -0.1845
O -1.5024 -0.2350 0.6681
H -2.4080 -1.8119 -1.9724
H -3.4641 -1.6095 -0.6540
H -1.5821 -2.2783 0.4085
H -0.5858 -1.4385 -0.7472
H -2.3915 0.1348 0.6294

Cartesian forces (eV/Å) of the 2 atoms listed first:
0.3 -0.6 -1.9
0.0 -1.5 1.1

A structure of composition C2H8F2N5O6S2Sn, computed with ωB97M-V/def2-TZVPD.

Properties
charge = +1
HOMO energy = -12.8 eV
gap between HOMO and LUMO = 0.1970 Ha
2S+1 = 1
LUMO = -7.46 eV
maximum force = 10.9 eV/Å
energy relative to the best compared isomer or geometry (same formula, charge and spin) = 1.2537 eV

Atoms and positions in Å:
Sn 0.5113 -0.8628 -1.2902
N -0.7105 -2.8255 0.5355
S -1.2666 -4.1763 0.1828
O -2.0531 -4.9258 1.1596
O -0.3923 -4.9508 -0.6882
F -2.2703 -3.6542 -0.8862
S -0.0639 -3.3801 1.9588
O 0.9782 -4.4553 1.8616
O -0.9119 -3.3492 3.1256
F 0.8698 -2.0660 2.2082
C 0.1341 1.1956 2.0054
O 0.8164 0.9515 0.9850
N -1.2155 1.3035 2.0392
N 0.5848 1.5432 3.1531
H -1.5566 2.0252 2.6579
H -1.5830 1.1218 1.1161
H 1.5640 1.3480 3.3053
H -0.0746 1.9157 3.8213
C 0.7255 2.6321 -2.9801
O 0.5115 2.0296 -1.9282
N 1.9445 2.8801 -3.3665
N -0.1165 3.2963 -3.6738
H 2.6635 2.2234 -3.0984
H 1.8514 3.3924 -4.2319
H 0.1019 3.8464 -4.4922
H -1.0419 2.9413 -3.4798

Cartesian forces (eV/Å) of the 2 atoms listed first:
-0.4 1.0 2.3
2.4 3.4 2.8